No. 1
Here is a molecular structure, C30H53AsIrN3O2P2Si from the OMol25 dataset. Energies are from ωB97M-V with the def2-TZVPD basis set.

Properties
Highest occupied orbital energy (alpha / beta)   -15.565 / -15.563 eV
Charge   +3
HOMO-LUMO gap (alpha / beta)   8.135 / 5.437 eV
Spin multiplicity   2
Relative energy (zero: lowest compared OMol25 entry of this formula, charge and spin)   0.0 kJ/mol

Last column: Mulliken charge in e.
Positions of all 93 atoms, in Å:
Ir1 -0.362852 -0.871332 0.609309  2.9950
C1 -3.785115 -0.186100 0.173972  -1.4444
P1 -2.632556 -1.548596 0.438629  0.8385
C2 -3.446924 -2.594302 1.682985  -1.4521
C3 -2.682597 -2.634249 -1.002097  0.3803
C4 -3.855454 -2.882788 -1.708822  -0.8240
C5 -3.887293 -3.894052 -2.656763  -0.8732
C6 -2.761035 -4.677332 -2.880940  -0.9487
C7 -1.588580 -4.425219 -2.186739  -0.9786
C8 -1.541286 -3.389765 -1.254478  0.2386
P2 -0.008039 -2.950509 -0.397857  1.5075
C9 0.455312 -4.367340 0.625243  -1.4777
C10 1.230508 -2.943550 -1.716506  -1.1972
H1 -4.799993 -0.575307 0.087483  0.7552
H2 -3.511045 0.377298 -0.715937  0.2847
H3 -3.751541 0.476516 1.039523  0.2857
H4 -4.227697 -3.163254 1.176847  0.5620
H5 -3.911027 -1.991007 2.457100  0.4157
H6 -2.748545 -3.297792 2.135369  0.3015
H7 -4.750695 -2.303270 -1.520169  0.4414
H8 -4.797223 -4.084873 -3.209682  0.4851
H9 -2.796541 -5.483738 -3.600785  0.4640
H10 -0.721639 -5.044667 -2.381965  0.4483
H11 0.595711 -5.230728 -0.027728  0.5110
H12 -0.328896 -4.601498 1.342340  0.4166
H13 1.387461 -4.173852 1.154791  0.4165
H14 1.010965 -3.741888 -2.423631  0.6476
H15 2.218666 -3.123316 -1.299776  0.3708
H16 1.208144 -1.989658 -2.239596  -0.0116
O1 -1.563887 1.954858 -1.575919  -0.8088
C11 -0.905245 0.985047 -1.939368  -0.3777
O2 -0.855467 -0.168923 -1.389998  -0.8115
C12 -0.151139 1.083675 -3.271910  -0.0956
N1 -0.391278 2.471460 -3.824855  0.1354
C13 -1.036620 2.338330 -5.191732  -0.5990
C14 -0.614730 0.950895 -5.641310  -0.7807
C15 -0.690822 0.131916 -4.352538  -0.6763
H17 0.919002 0.951949 -3.115565  0.2617
H18 0.469721 3.010711 -3.881379  0.4096
H19 -1.015268 2.919118 -3.131104  0.3303
H20 -0.703966 3.155486 -5.825494  0.4129
H21 -2.112387 2.412277 -5.044895  0.2848
H22 0.403596 0.968759 -6.034124  0.3396
H23 -1.266053 0.567913 -6.423484  0.4159
H24 -0.110501 -0.786407 -4.404407  0.3439
H25 -1.724240 -0.136992 -4.125974  0.3772
C16 3.175645 -0.439893 -0.964123  -1.2239
As1 2.053993 -0.107568 0.580306  0.3761
C17 3.232899 -0.792097 1.954307  -1.4729
C18 2.184385 1.853518 0.656935  0.2644
C19 3.559869 2.346496 0.996015  -0.0293
C20 4.479776 2.642036 -0.007367  -0.2155
C21 5.758501 3.075603 0.312629  -0.8487
C22 6.130013 3.220050 1.641767  -0.5549
C23 5.216322 2.940161 2.648817  -0.8154
C24 3.939291 2.505824 2.327020  -0.0776
H26 4.080582 0.149468 -0.817370  0.6482
H27 2.687891 -0.132166 -1.887115  0.0948
H28 3.456013 -1.484645 -1.029272  0.5204
H29 4.186484 -0.271552 1.872339  0.4945
H30 3.391256 -1.855296 1.772396  0.5337
H31 2.829724 -0.651433 2.952194  0.3392
H32 1.442706 2.201410 1.371360  -0.7181
H33 1.869038 2.192458 -0.333991  0.6768
H34 4.190814 2.557858 -1.049952  0.4517
H35 6.461284 3.311524 -0.474985  0.4240
H36 7.124541 3.562430 1.892513  0.4262
H37 5.496951 3.068548 3.685551  0.4523
H38 3.230614 2.303356 3.124284  0.3531
C25 -2.879986 3.882390 1.033942  -0.8747
N2 -1.547243 3.418500 1.459232  0.1835
C26 -0.681609 4.357612 2.191405  -0.8651
C27 -1.223930 2.176862 1.319342  -0.5322
N3 -0.931228 1.063260 1.186995  -0.0994
H39 -2.771945 4.878191 0.609436  0.3353
H40 -3.556556 3.922557 1.886901  0.3180
H41 -3.268287 3.214896 0.268583  0.2616
H42 -0.410063 5.181945 1.534547  0.3656
H43 0.219664 3.849373 2.526644  0.2410
H44 -1.217857 4.743041 3.057474  0.3629
C28 0.267512 -2.455482 3.462335  -1.1447
Si1 -0.476900 -0.774729 3.127187  0.6792
C29 0.561628 0.625292 3.784356  -0.3379
C30 -2.162118 -0.583621 3.883186  -1.4441
H45 0.417366 -2.461256 4.550561  0.5435
H46 1.235874 -2.640922 3.001707  0.2179
H47 -0.416499 -3.268060 3.225134  0.2929
H48 0.995455 0.300316 4.735789  0.5388
H49 -0.079322 1.481147 4.003428  0.4481
H50 1.380661 0.965263 3.155433  -0.6409
H51 -2.009199 -0.087459 4.846511  0.5024
H52 -2.648594 -1.533159 4.089860  0.4363
H53 -2.836363 0.054033 3.309658  0.3924

Force components x, y, z for each atom (eV/Å):
Ir -0.619 0.053 -0.010
C 0.001 0.003 0.032
P 0.118 -0.040 0.077
C -0.019 0.023 0.005
C -0.034 -0.014 0.015
C 0.000 0.001 0.011
C 0.006 -0.005 -0.006
C -0.012 0.010 0.003
C 0.003 0.002 -0.009
C 0.028 0.027 -0.046
P 0.043 -0.003 0.024
C -0.038 -0.016 -0.011
C -0.011 0.025 0.017
H -0.003 0.021 -0.046
H 0.014 0.004 -0.002
H -0.010 -0.014 0.003
H 0.002 0.008 -0.004
H 0.007 0.013 0.041
H 0.009 0.003 -0.002
H -0.002 -0.005 0.006
H 0.001 -0.004 -0.001
H -0.002 0.000 -0.001
H 0.001 0.004 0.004
H -0.004 -0.003 0.003
H 0.000 0.006 0.013
H 0.002 0.002 -0.001
H 0.009 -0.010 0.015
H 0.022 0.017 0.003
H -0.003 -0.023 -0.014
O 0.191 0.093 0.064
C -0.467 0.021 0.038
O 0.659 -0.132 -0.292
C -0.063 -0.043 -0.100
N -0.062 -0.041 0.043
C 0.001 0.000 -0.015
C 0.003 0.001 0.018
C 0.033 -0.011 -0.037
H -0.004 0.022 0.001
H 0.008 -0.006 -0.012
H 0.027 0.035 -0.020
H -0.005 0.005 0.004
H 0.000 -0.007 0.006
H -0.001 -0.001 -0.001
H 0.000 0.009 -0.003
H -0.005 0.007 0.039
H -0.005 0.000 -0.005
C -0.010 0.065 0.004
As 0.086 0.003 -0.003
C 0.005 -0.037 -0.023
C -0.020 0.015 -0.001
C 0.030 -0.001 -0.035
C -0.015 0.005 0.002
C 0.005 0.002 0.018
C -0.002 0.003 -0.016
C -0.007 -0.003 0.006
C 0.009 -0.002 0.027
H -0.017 0.029 -0.009
H -0.001 -0.016 -0.004
H 0.013 -0.030 0.009
H -0.009 0.011 0.000
H -0.011 -0.001 -0.004
H 0.003 -0.009 0.014
H 0.030 0.004 0.022
H -0.022 -0.008 0.015
H -0.001 -0.002 0.002
H 0.001 0.000 0.000
H 0.001 0.000 0.000
H 0.001 0.000 0.000
H 0.008 0.003 -0.011
C 0.013 -0.009 -0.039
N -0.087 -0.003 -0.002
C -0.004 -0.022 0.029
C 0.016 -0.003 -0.054
N 0.120 -0.072 0.183
H -0.003 0.001 -0.001
H 0.003 0.018 0.003
H 0.012 -0.006 0.016
H 0.001 0.003 0.002
H -0.003 0.002 -0.008
H 0.005 -0.001 0.004
C -0.002 -0.012 -0.014
Si 0.015 0.070 0.022
C 0.055 0.034 -0.021
C 0.009 -0.006 0.003
H -0.005 0.000 0.003
H -0.009 0.014 0.003
H 0.005 -0.013 -0.003
H -0.008 -0.006 0.007
H -0.003 -0.002 -0.006
H -0.014 -0.025 0.034
H 0.017 0.000 -0.005
H -0.024 -0.021 -0.008
H -0.004 -0.011 -0.007



No. 2
Here is 3 unconnected molecules or ions with the total composition C30H53F6IN5O11S2 from the OMol25 dataset. Energies are from ωB97M-V with the def2-TZVPD basis set.

Properties
Highest occupied orbital energy   -10.899 eV
Charge   +1
HOMO-LUMO gap   7.862 eV
Spin multiplicity   1

Last column: Mulliken charge in e.
Positions of all 108 atoms, in Å:
C1 0.742328 -4.268290 2.777236  -0.3166
C2 0.603854 -3.610281 4.132173  0.5534
O1 1.439633 -3.725488 4.998252  -0.5888
O2 -0.528333 -2.852438 4.284046  -0.1136
C3 -1.459174 -3.452660 5.221128  -0.9457
C4 -2.772033 -2.678407 5.162529  0.0182
C5 -4.022407 -3.495167 4.792015  -1.2900
C6 -3.857559 -4.374703 3.567526  -0.7637
C7 -3.979468 -3.563126 2.266284  -0.3159
C8 -2.771768 -3.732629 1.360593  -0.3293
C9 -2.944780 -3.142769 -0.034802  -1.2556
C10 -3.045592 -1.608755 0.052987  -0.0106
N1 -1.928780 -0.903576 -0.661002  0.6498
C11 -2.349519 0.157765 -1.666451  -2.0263
O3 -2.853646 1.284570 -1.098213  -0.2891
C12 -1.119387 0.363487 -2.585498  -0.3105
S1 -1.731751 1.401287 -3.957294  1.6044
O4 -2.812636 0.615884 -4.482950  -0.7972
O5 -2.153329 2.700276 -3.568808  -0.5783
C13 -0.468778 1.571067 -5.340160  0.6911
F1 -1.118582 1.180714 -6.444511  -0.2416
F2 -0.121505 2.836582 -5.515631  -0.2125
C14 0.797241 0.670900 -5.235695  0.6204
F3 1.691266 1.113919 -4.366924  -0.1752
F4 1.369847 0.660103 -6.445186  -0.2804
F5 0.436202 -0.590208 -4.950767  -0.2753
N2 0.129344 0.678785 -1.909023  0.7427
S2 0.433669 2.303488 -1.615143  1.2245
C15 2.025401 2.580363 -0.857053  -1.0658
O6 -0.554308 2.949567 -0.808163  -0.4768
O7 0.567675 2.961286 -2.886093  -0.5962
C16 0.405447 -0.379818 -0.920808  -1.5115
C17 1.832975 -0.515640 -0.410251  -1.2767
C18 2.833895 -0.590969 -1.577650  -0.2992
C19 2.937659 -2.051915 -2.076078  -1.5021
I1 4.785723 0.052278 -0.995179  0.1935
C20 -0.714988 -0.526522 0.150645  -0.9945
F6 -0.429950 -1.703021 0.810723  -0.1693
N3 -0.859341 0.597905 0.954702  1.7438
C21 -2.060539 0.708258 1.827095  0.7491
C22 -3.006066 1.859313 1.695912  -1.9511
O8 -2.201794 -0.108087 2.713264  -0.3801
C23 0.243070 0.937617 1.893533  0.4439
C24 1.009203 -0.083966 2.697385  -1.3253
O9 0.420377 2.118121 2.084773  -0.4290
H1 0.263261 -5.238557 2.830106  0.3021
H2 1.787061 -4.326637 2.509465  0.3339
H3 0.240600 -3.639773 2.050844  -0.2235
H4 -1.559787 -4.520091 5.044977  0.6060
H5 -1.025138 -3.335462 6.207608  0.3850
H6 -2.941361 -2.288512 6.161047  0.4597
H7 -2.658021 -1.805878 4.528844  -0.1558
H8 -4.328776 -4.078048 5.654574  0.4349
H9 -4.826371 -2.781753 4.635943  0.4029
H10 -2.954869 -4.973374 3.591566  0.3540
H11 -4.695665 -5.065935 3.573771  0.4299
H12 -4.929266 -3.725636 1.766495  0.4493
H13 -3.993793 -2.517165 2.585306  0.2956
H14 -2.548158 -4.794352 1.283116  0.7540
H15 -1.906912 -3.289062 1.842118  -0.4394
H16 -2.076290 -3.470896 -0.610747  0.4865
H17 -3.836775 -3.548434 -0.491836  0.4844
H18 -3.966806 -1.332503 -0.446343  0.6422
H19 -3.165946 -1.348741 1.093509  -0.3509
H20 -1.586777 -1.636997 -1.285369  0.2928
H21 -3.120486 -0.319557 -2.264566  1.3637
H22 -3.774459 1.383981 -1.353635  0.4678
H23 -0.981460 -0.611715 -3.054346  0.8184
H24 2.822489 2.105972 -1.415681  0.1327
H25 2.126864 3.653526 -0.936294  0.6023
H26 2.068051 2.290890 0.183849  0.2365
H27 0.364610 -1.294779 -1.521538  0.9253
H28 1.899784 -1.468443 0.101124  0.6122
H29 2.168316 0.234779 0.290539  0.4246
H30 2.473750 0.001471 -2.409604  0.1338
H31 3.167739 -2.101139 -3.129914  0.3981
H32 2.004582 -2.575670 -1.868749  0.3975
H33 3.707966 -2.548808 -1.500416  0.4826
H34 -2.783681 2.504696 0.861301  0.3118
H35 -2.887641 2.447591 2.601013  0.4925
H36 -4.020894 1.482243 1.689405  0.3490
H37 0.513368 -1.040665 2.780700  -0.0945
H38 1.058086 0.315424 3.701785  0.5915
H39 2.028668 -0.221298 2.362782  0.2976
C25 -3.064446 7.416401 1.676770  -1.1361
C26 -2.490747 6.935136 2.988839  0.7234
O10 -2.833651 7.405657 4.057789  -0.6446
N4 -1.561516 5.939172 2.939178  -0.1061
C27 -1.033186 5.255279 1.771518  -0.4531
H40 -3.783412 8.202827 1.881172  0.2958
H41 -2.277382 7.818844 1.038277  0.3259
H42 -3.573169 6.602771 1.157918  0.3098
H43 -1.218405 5.668035 3.846622  0.2016
H44 -1.236537 4.188508 1.863463  -0.0712
H45 0.048117 5.399472 1.734313  0.2301
H46 -1.471575 5.624079 0.851008  0.2924
C28 6.761394 1.241587 -5.202579  -1.3035
C29 7.307073 0.762477 -3.879816  0.7664
O11 6.914074 1.219594 -2.814530  -0.6609
N5 8.257891 -0.202781 -3.905464  -0.1395
C30 8.843954 -0.860147 -5.061526  -0.8330
H47 6.016255 2.008142 -5.014540  0.2826
H48 7.556441 1.670293 -5.812661  0.3935
H49 6.290743 0.419358 -5.743409  0.3737
H50 8.579714 -0.474817 -2.990223  0.2284
H51 8.663616 -1.934294 -5.002418  0.2800
H52 9.920889 -0.689594 -5.071746  0.2938
H53 8.419203 -0.481791 -5.984170  0.3230

Force components x, y, z for each atom (eV/Å):
C -0.197 1.006 0.260
C 1.329 -0.113 0.685
O -1.028 0.156 -0.627
O -0.133 -0.809 -0.538
C 0.094 0.888 0.625
C -0.222 -0.345 0.341
C 0.709 0.215 0.277
C -1.267 0.145 -0.326
C 0.730 0.728 0.528
C -0.298 -0.572 -0.114
C 0.681 0.050 0.719
C -1.212 -0.748 -0.246
N -0.360 0.158 0.180
C -0.439 0.267 -0.727
O 0.252 -0.208 0.513
C 0.202 0.036 0.236
S -2.176 1.267 -0.512
O 0.595 -1.265 -0.046
O 0.878 0.442 0.485
C 0.674 -0.063 -0.638
F -0.193 -0.195 0.303
F -0.081 -0.181 0.477
C 0.403 0.378 -1.100
F -0.182 -0.388 -0.041
F -0.094 -0.030 0.357
F 0.023 0.046 0.388
N 0.043 -0.333 0.704
S 0.150 3.995 -0.062
C -0.016 -1.148 0.159
O -0.265 -1.018 0.854
O 0.140 -1.298 -0.721
C 0.387 -0.225 -0.252
C 0.778 0.526 -0.023
C -0.362 -1.037 -0.145
C -0.047 0.568 0.561
I -0.271 0.085 -0.106
C 1.068 -0.140 -0.716
F -0.192 -0.400 0.128
N -0.385 -0.103 0.660
C -0.641 -0.739 1.320
C 0.736 0.309 -0.158
O 0.306 0.516 -1.016
C 0.833 1.617 0.295
C -0.593 -0.347 0.186
O -0.374 -1.133 -0.336
H 0.016 -0.258 -0.160
H 0.227 -0.389 0.093
H -0.202 -0.141 -0.228
H -0.038 -0.130 -0.291
H 0.150 -0.121 0.192
H -0.102 0.237 0.135
H 0.146 0.019 -0.299
H 0.062 -0.290 0.129
H -0.273 0.026 -0.125
H 0.235 -0.035 -0.001
H 0.045 -0.400 0.031
H -0.073 -0.314 -0.220
H -0.164 0.209 -0.109
H 0.009 -0.207 -0.214
H 0.137 0.143 0.160
H -0.012 0.141 -0.356
H -0.175 -0.067 -0.252
H -0.048 0.469 -0.164
H 0.469 0.493 0.017
H 0.262 -0.141 0.160
H 0.077 -0.375 -0.200
H -0.187 0.199 -0.052
H 0.183 -0.020 -0.310
H 0.042 -0.047 -0.176
H -0.250 0.278 -0.137
H -0.148 0.014 0.158
H -0.429 -0.158 -0.117
H -0.118 -0.136 0.334
H -0.281 0.274 0.073
H 0.298 0.453 0.039
H 0.112 -0.100 -0.229
H -0.184 -0.148 -0.247
H 0.125 -0.323 -0.058
H -0.008 0.011 -0.231
H -0.050 0.047 0.290
H -0.204 -0.073 -0.066
H -0.112 -0.141 -0.180
H 0.083 0.240 0.191
H 0.160 0.099 -0.230
C -0.005 0.021 0.028
C -0.010 0.052 0.141
O -0.041 0.004 -0.020
N -0.186 0.066 -0.260
C 0.108 -0.028 0.568
H 0.007 0.001 0.086
H -0.029 -0.075 -0.086
H 0.067 0.017 -0.098
H 0.048 0.012 0.012
H 0.122 -0.032 -0.245
H 0.008 -0.097 -0.205
H -0.052 0.055 0.028
C -0.049 0.030 0.049
C 0.075 0.056 0.132
O 0.118 0.096 -0.146
N -0.139 0.024 -0.171
C 0.089 -0.051 0.408
H 0.014 0.007 0.082
H -0.025 -0.070 -0.090
H 0.079 0.016 -0.094
H 0.050 -0.003 0.005
H 0.017 -0.011 -0.135
H 0.004 -0.021 -0.137
H -0.028 0.033 0.006



> Look up the charge of the second one.

+1



> Which of these has the highest spin multiplicity?

C30H53AsIrN3O2P2Si



> Among the records above, which one has the lowest charge?

C30H53F6IN5O11S2